Record 1
{
  "formula": "C23H30ClN3O3PPdSbTe",
  "method": "ωB97M-V/def2-TZVPD",
  "total_charge": 0,
  "e_homo_ha": -0.272,
  "mol_weight_g_mol": 818.72,
  "energy_ev": -74073.897,
  "gap_ev": 7.3,
  "spin_multiplicity": 1,
  "elements": ["H", "H", "H", "C", "Pd", "C", "Te", "C", "C", "C", "C", "H", "C", "H", "C", "C", "C", "H", "H", "H", "O", "C", "H", "Sb", "N", "H", "C", "N", "C", "H", "H", "C", "H", "H", "H", "C", "C", "H", "C", "P", "H", "O", "H", "C", "H", "C", "H", "C", "Cl", "C", "H", "H", "H", "H", "H", "H", "N", "H", "C", "H", "C", "H", "O", "H"],
  "coordinates": [[-4.03, -3.44, -0.53], [-1.26, 2.41, 1.08], [0.88, 2.06, -3.18], [3.10, 0.72, 0.68], [0.05, 0.62, 0.05], [0.46, 3.07, -3.18], [-1.34, -0.08, -2.21], [-0.26, -1.86, 3.21], [0.40, 3.59, -1.78], [-1.62, 1.48, 0.63], [4.35, 0.26, 1.05], [-4.81, -1.60, 1.01], [-4.70, -1.44, -0.06], [-2.34, 1.68, -0.15], [4.18, -1.40, -0.62], [0.82, 2.09, 4.29], [1.19, 1.51, 3.10], [5.87, -1.22, 0.68], [4.91, 0.78, 1.83], [-0.25, 1.76, 6.13], [0.04, -1.98, 0.11], [-0.43, 4.65, -1.43], [-1.04, 5.12, -2.18], [2.54, 2.49, 1.76], [2.36, 0.12, -0.28], [-0.86, -0.57, 5.52], [2.18, -1.50, -2.10], [0.83, 0.27, 2.74], [0.38, 4.46, 0.81], [1.08, 3.71, -3.80], [-5.68, -1.57, -0.53], [-0.28, 0.05, 4.84], [1.53, -0.77, -2.58], [-1.32, -1.89, 2.94], [-1.05, 5.93, 0.18], [-0.43, 5.10, -0.11], [-3.71, -2.41, -0.66], [1.14, 3.09, 4.55], [-1.54, -3.52, -3.04], [-1.10, -2.04, -0.82], [1.54, -2.32, -1.74], [-2.45, -2.27, 0.00], [4.57, -2.23, -1.19], [2.92, -0.90, -0.95], [0.34, -3.64, -4.09], [0.05, 1.34, 5.18], [-4.37, -0.41, -0.22], [-0.55, -4.26, -3.92], [-2.50, 0.61, 1.91], [1.15, 3.38, 0.39], [-1.00, -4.48, -4.89], [2.88, -1.90, -2.83], [-1.79, -2.55, -3.47], [-0.10, -2.55, 4.04], [-3.60, -2.22, -1.73], [-0.24, -5.19, -3.46], [1.17, 2.96, -0.87], [0.30, -2.16, 2.33], [0.11, -0.47, 3.61], [-2.46, -4.10, -2.93], [4.89, -0.84, 0.40], [-0.54, 3.03, -3.63], [-0.95, -3.34, -1.75], [0.39, 4.78, 1.85]],
  "nbo_charge": [0.1816, 0.1908, 0.2449, -0.0619, 0.6622, -0.6537, -0.4733, -0.6672, 0.2434, -0.5100, -0.2861, 0.2161, -0.6252, 0.2037, -0.2460, -0.3013, -0.0802, 0.2182, 0.2190, 0.2166, -1.1611, -0.2535, 0.2188, 1.0373, -0.5092, 0.2182, -0.6692, -0.5046, -0.2934, 0.2268, 0.2075, -0.2458, 0.2451, 0.2414, 0.2197, -0.1561, -0.0640, 0.2172, -0.0623, 2.1029, 0.2594, -0.8348, 0.2183, 0.2739, 0.2138, -0.1499, 0.2249, -0.6233, -0.0852, -0.0939, 0.2115, 0.2105, 0.1905, 0.2110, 0.1799, 0.2155, -0.4871, 0.2707, 0.2659, 0.1736, -0.1500, 0.2208, -0.8423, 0.2189]
}


Record 2
{
  "formula": "C23H30FN3O2",
  "method": "ωB97M-V/def2-TZVPD",
  "total_charge": 0,
  "e_homo_ha": -0.310,
  "mol_weight_g_mol": 399.51,
  "energy_ev": -35623.723,
  "gap_ev": 8.9,
  "spin_multiplicity": 1,
  "elements": ["C", "H", "H", "C", "H", "H", "C", "C", "H", "H", "H", "H", "C", "C", "H", "C", "C", "C", "H", "H", "C", "H", "H", "H", "H", "C", "N", "C", "C", "C", "H", "H", "O", "C", "F", "O", "C", "N", "N", "C", "C", "H", "H", "C", "C", "H", "H", "H", "H", "C", "H", "C", "H", "H", "C", "H", "H", "H", "H"],
  "coordinates": [[-3.53, -6.83, 3.19], [1.84, 4.90, -3.69], [4.06, 4.44, -2.68], [2.01, 5.13, -2.64], [4.22, 3.96, -0.25], [-2.45, -1.31, 0.62], [-1.14, -3.33, 1.95], [-4.82, -6.92, 2.71], [2.56, 2.21, 0.43], [-1.30, -0.72, -1.52], [-3.14, -7.61, 3.83], [-2.95, -3.02, 1.01], [-5.31, -5.92, 1.88], [1.10, 1.04, -1.74], [-1.06, -2.43, -1.15], [0.99, 5.17, -0.36], [1.37, -2.06, 0.21], [-2.71, -5.77, 2.85], [2.29, 6.18, -2.56], [2.59, 2.53, -3.29], [0.69, -1.21, -0.86], [-0.56, 3.18, -1.41], [-1.13, -0.19, 0.92], [-6.31, -5.95, 1.48], [0.84, 2.63, 0.62], [-1.36, -1.21, 0.59], [-0.70, -2.11, 1.51], [0.72, -1.86, 1.59], [3.40, 4.57, -0.63], [1.74, 2.82, 0.03], [1.15, -2.56, 2.31], [1.06, -1.49, -1.86], [0.87, 0.67, -2.87], [0.36, 3.38, -1.97], [-4.96, -3.88, 0.74], [-0.43, -4.05, 2.62], [2.12, 4.30, 0.16], [-2.44, -3.65, 1.62], [1.03, 0.19, -0.69], [3.15, 4.25, -2.11], [-3.18, -4.76, 2.02], [2.43, -1.81, 0.27], [0.17, 3.13, -3.02], [2.77, 2.78, -2.25], [-4.49, -4.87, 1.55], [1.21, 0.52, 0.24], [0.08, 5.00, 0.22], [2.30, 4.52, 1.22], [0.88, -0.84, 1.96], [0.74, 4.85, -1.83], [3.68, 5.62, -0.52], [1.49, 2.49, -1.44], [1.26, 6.23, -0.25], [-5.45, -7.75, 2.97], [-0.83, -1.42, -0.83], [-0.07, 5.48, -2.21], [1.28, -3.11, -0.06], [3.58, 2.15, -1.88], [-1.70, -5.71, 3.23]],
  "nbo_charge": [-0.2067, 0.2087, 0.2119, -0.4016, 0.2034, 0.2015, 0.7994, -0.2211, 0.2054, 0.2289, 0.2160, 0.4064, -0.2914, 0.7076, 0.2098, -0.4026, -0.4193, -0.2245, 0.2047, 0.2316, -0.0534, 0.2026, 0.1990, 0.2288, 0.2030, -0.2135, -0.4557, -0.2228, -0.4057, -0.4106, 0.2584, 0.2362, -0.6426, -0.3972, -0.3481, -0.6601, -0.2028, -0.6183, -0.6360, -0.2082, 0.0730, 0.2179, 0.2320, -0.4007, 0.4109, 0.4001, 0.2029, 0.2099, 0.1759, -0.2199, 0.2069, -0.1330, 0.2071, 0.2161, -0.4195, 0.2127, 0.2208, 0.2046, 0.2610]
}


Record 3
{
  "formula": "C23H30MnN6O2S4",
  "method": "ωB97M-V/def2-TZVPD",
  "total_charge": 2,
  "s_squared": 0.758,
  "e_homo_ha": [-0.474, -0.474],
  "mol_weight_g_mol": 605.74,
  "energy_ev": -112013.417,
  "gap_ev": [6.8, 4.5],
  "spin_multiplicity": 2,
  "elements": ["H", "C", "H", "S", "H", "H", "C", "N", "C", "H", "C", "H", "H", "C", "H", "C", "C", "H", "S", "C", "H", "C", "C", "N", "H", "C", "H", "N", "H", "S", "C", "C", "Mn", "H", "H", "H", "C", "N", "H", "O", "S", "H", "C", "C", "H", "C", "H", "C", "H", "H", "C", "C", "H", "H", "H", "H", "H", "H", "H", "O", "N", "C", "C", "H", "C", "N"],
  "coordinates": [[3.85, -0.59, 5.06], [-4.25, -1.50, -2.85], [-2.21, -3.66, 0.60], [3.43, -0.52, 0.43], [-5.07, -2.07, -3.28], [4.15, 1.72, 0.61], [4.17, 0.89, 1.31], [-0.42, 3.93, -0.27], [-0.44, -2.55, 0.32], [-1.48, -3.09, 2.10], [-4.48, -0.62, -1.81], [-3.61, 0.80, -0.45], [4.48, -1.91, -1.15], [-2.15, -0.06, -1.76], [6.37, -1.38, 1.22], [-3.48, 3.46, 0.18], [4.88, -1.24, -0.38], [-0.19, -5.00, -1.03], [4.37, -2.52, 1.92], [3.40, 1.23, 2.60], [4.10, 1.55, 3.37], [-2.83, 4.33, -0.68], [-2.97, -1.65, -3.36], [-1.35, 1.88, -0.95], [-2.79, -2.31, -4.20], [-4.84, 3.26, 0.03], [2.73, 2.07, 2.41], [0.63, -1.79, -1.43], [0.27, -4.28, -2.58], [1.20, 1.87, -0.10], [-5.54, 3.92, -0.98], [4.76, -1.56, 3.41], [0.68, -0.11, -0.72], [-2.94, 2.95, 0.97], [-2.99, 5.71, -2.31], [-0.76, -4.45, 1.20], [3.52, -1.11, 4.16], [-1.06, 0.68, -1.21], [-6.60, 3.77, -1.09], [1.44, -1.18, -2.21], [2.34, -0.07, 3.26], [2.93, -1.97, 4.50], [0.24, -2.91, -0.95], [0.47, -4.27, -1.51], [5.48, -0.48, -0.88], [-0.34, 2.63, -0.43], [1.50, -4.59, -1.35], [-1.26, -3.49, 1.11], [5.39, -0.72, 3.13], [-1.24, 5.65, -0.38], [-3.44, 0.11, -1.26], [-1.91, -0.94, -2.82], [6.15, -2.88, 0.34], [-5.48, -0.50, -1.41], [5.21, 0.65, 1.50], [5.35, -2.22, 4.05], [-5.36, 2.59, 0.70], [-0.93, -1.00, -3.26], [-5.42, 5.33, -2.59], [-0.89, -0.84, 1.73], [-0.21, -1.31, 0.63], [-3.51, 5.02, -1.66], [5.64, -2.00, 0.71], [-0.38, -0.08, 2.04], [-4.88, 4.80, -1.82], [-1.45, 4.66, -0.47]],
  "lowdin_spin": [0.0016, -0.0001, 0.0001, 0.3994, 0.0000, 0.0117, 0.0276, 0.0013, 0.0014, 0.0000, 0.0000, 0.0000, 0.0001, 0.0003, 0.0003, 0.0002, 0.0173, 0.0000, 0.4236, 0.0029, -0.0002, 0.0001, 0.0000, -0.0011, 0.0000, 0.0000, 0.0001, 0.0018, 0.0000, 0.0076, 0.0002, 0.0337, 0.0003, 0.0000, 0.0000, 0.0000, 0.0104, -0.0004, 0.0000, 0.0063, 0.0112, 0.0005, 0.0001, 0.0000, 0.0018, 0.0007, 0.0000, 0.0002, 0.0004, 0.0000, 0.0000, 0.0000, 0.0024, 0.0000, 0.0013, 0.0135, 0.0000, 0.0000, 0.0000, -0.0005, -0.0006, 0.0002, 0.0195, 0.0000, 0.0000, 0.0025]
}


Record 4
{
  "formula": "C23H30NO3",
  "method": "ωB97M-V/def2-TZVPD",
  "total_charge": 1,
  "e_homo_ha": -0.422,
  "mol_weight_g_mol": 368.50,
  "energy_ev": -31964.369,
  "gap_ev": 8.4,
  "spin_multiplicity": 1,
  "elements": ["H", "H", "H", "N", "H", "C", "H", "C", "H", "C", "O", "H", "H", "H", "C", "H", "H", "H", "H", "H", "C", "C", "O", "H", "H", "H", "H", "H", "C", "C", "C", "C", "C", "H", "H", "C", "O", "C", "H", "H", "H", "C", "C", "C", "C", "H", "C", "C", "C", "H", "C", "H", "H", "H", "C", "C", "H"],
  "coordinates": [[-0.49, 2.86, 2.18], [4.29, -1.44, -1.86], [6.04, 2.68, -0.74], [-3.86, -0.60, -0.08], [-5.76, -0.59, 1.86], [-5.91, 0.12, 1.04], [-6.46, 0.99, 1.40], [-1.67, -1.50, 0.35], [6.80, 3.08, 0.80], [-4.54, 0.57, 0.49], [-6.69, -0.45, 0.03], [-1.42, 3.89, -1.86], [6.30, -0.38, -0.78], [2.40, -0.66, -1.65], [5.26, 1.58, 0.95], [0.03, -0.27, -1.43], [-3.94, 1.00, 1.29], [-6.73, -1.97, -1.29], [7.21, 1.58, -0.01], [4.22, 0.96, -0.82], [1.84, -1.22, -0.91], [0.50, -1.00, -0.79], [-2.37, -2.12, 1.15], [-0.20, -3.20, 1.69], [-4.21, -2.11, -1.52], [5.65, 1.13, 1.86], [-3.71, -1.34, 0.70], [3.67, 0.18, 0.67], [6.40, 2.27, 0.20], [-0.27, -1.70, 0.16], [1.72, -2.88, 0.85], [-0.89, 2.59, 1.21], [-1.38, 1.32, 1.00], [2.23, -3.60, 1.46], [-2.34, -0.67, -1.55], [-1.90, 1.90, -1.27], [3.78, -2.48, -0.12], [-1.41, 3.17, -1.06], [-4.85, -0.49, -1.93], [5.46, -2.59, -1.19], [5.82, -1.10, 0.76], [-2.43, -0.43, -0.49], [2.49, -2.16, -0.09], [5.45, -0.69, -0.18], [4.55, 0.51, 0.12], [-0.52, 4.51, 0.35], [-0.90, 3.52, 0.18], [0.38, -2.65, 0.97], [-4.70, -1.21, -1.13], [-4.69, 1.32, -0.30], [-1.89, 0.96, -0.24], [-5.92, -2.36, 0.25], [-1.36, 0.59, 1.80], [-2.29, 1.63, -2.24], [-6.06, -1.58, -0.52], [4.74, -1.81, -0.94], [4.52, 2.34, 1.23]],
  "nbo_charge": [0.2295, 0.1762, 0.2007, -0.4013, 0.1776, -0.0866, 0.2289, 0.5713, 0.2194, -0.2531, -0.4968, 0.2316, 0.2182, 0.2316, -0.3884, 0.2185, 0.2440, 0.2291, 0.2026, 0.1901, -0.3138, -0.1300, -0.5892, 0.2390, 0.2336, 0.1998, 0.4702, 0.1998, -0.6090, -0.2025, -0.2714, -0.1953, -0.1701, 0.2417, 0.2488, -0.2065, -0.4647, -0.1927, 0.2238, 0.2096, 0.2145, -0.1560, 0.4071, -0.4259, -0.3962, 0.2321, -0.1859, -0.1108, -0.2476, 0.2284, -0.0876, 0.1801, 0.2153, 0.2170, -0.0875, -0.0618, 0.2007]
}


no.,largest force on an atom (eV Å⁻¹)
1,0.5
2,0.7
3,0.7
4,0.9